No. 1
A cluster of 40 separate species, H80O40 in total at a distorted geometry, computed with the ωB97M-V functional and the def2-TZVPD basis.

Positions of all 120 atoms, in Å:
H  2.33225  -4.21803  -1.94154
H  2.50628  -4.07916  -0.41971
O  2.96810  -3.86991  -1.22467
H  0.80807  0.78064  6.49044
H  2.15422  0.55050  5.84835
O  1.60827  1.21987  6.33699
H  2.91470  -0.93615  0.20189
H  3.44887  -1.65822  -1.02648
O  3.01033  -0.73190  -0.79180
H  3.06085  3.65655  2.64737
H  3.53588  4.41285  1.19058
O  3.87911  3.76462  1.91254
H  -1.98031  4.40524  1.59025
H  -3.35578  4.33276  1.13395
O  -2.86585  4.84516  1.71726
H  -3.67107  -0.54112  -2.61588
O  -3.06675  -1.00440  -1.89542
H  -1.46435  -0.25633  -4.30074
O  -1.92241  0.47263  -3.74451
H  -4.54605  -2.33207  4.55846
H  -3.39225  -2.13098  3.55876
O  -4.31253  -2.01600  3.63929
H  5.90806  -0.65417  -0.64347
H  6.68908  -0.53568  -1.86494
O  5.84636  -0.82242  -1.59633
H  1.35738  -4.05428  2.29566
H  2.23727  -4.91927  1.52493
O  1.25306  -4.68200  1.49535
H  -0.20342  -2.86488  4.48800
H  0.32229  -4.14847  4.16389
O  0.51117  -3.44406  4.41661
H  1.46257  0.06857  -4.22401
O  0.71145  -0.61171  -4.20010
H  -3.53170  -4.81171  1.50936
H  -4.05271  -3.42788  1.77902
O  -4.02252  -4.04868  1.05530
H  6.52343  -2.64291  0.58061
H  6.26065  -2.30582  1.87900
O  5.84741  -2.79877  1.12711
H  0.85394  4.67261  1.10549
H  1.32065  3.36936  0.52252
O  1.05940  3.71801  1.35904
H  4.60108  0.84410  -1.45168
H  4.12907  0.30289  -2.75103
O  4.32297  1.11066  -2.29568
H  3.64693  1.96014  -4.32058
H  2.52741  1.73664  -3.16263
O  2.81863  1.47675  -4.09379
H  -2.80124  3.74696  -4.63100
H  -2.96530  2.25028  -4.65841
O  -3.18606  2.94537  -5.05414
H  -0.66073  -1.08003  3.33886
O  -0.13811  -1.15035  2.64663
H  -2.76976  0.06774  3.98879
H  -2.83105  -0.20954  5.61986
O  -2.34139  -0.45979  4.78164
H  -4.65087  2.45710  0.02091
O  -3.75605  2.69907  0.38782
H  1.71210  -1.96858  4.93510
H  1.08721  -0.78733  4.27141
O  1.50476  -1.05525  5.08671
H  1.31600  -0.43644  -0.88438
H  -0.14588  -0.24402  -1.16785
O  0.63088  0.07621  -1.30555
H  6.06257  1.43992  2.12920
H  5.11153  1.32283  1.06381
O  5.74693  0.73410  1.49346
H  -0.20195  -6.08129  -0.85267
H  0.19773  -6.30277  0.58990
O  -0.36644  -6.67599  -0.11434
H  -1.10281  4.17589  -0.00190
H  -1.09313  4.03115  -1.48481
O  -0.81498  4.55118  -0.79377
H  1.71394  -2.31969  -4.34280
H  3.01431  -3.05788  -4.42553
O  2.08172  -3.07003  -4.43838
H  1.79786  0.22112  2.37309
H  1.34641  -0.38342  1.24051
O  2.04805  0.20406  1.42029
H  1.59850  2.12738  -1.36880
H  0.96722  3.50704  -1.98515
O  0.98394  2.38505  -2.08212
H  -5.36164  2.10407  3.43545
H  -4.51446  3.49292  3.31530
O  -5.01872  2.87184  3.87967
H  -5.31204  3.53710  -2.00281
H  -4.08449  2.44059  -2.05122
O  -4.90602  2.79769  -1.72063
H  0.17857  -6.18971  -2.44045
O  0.46748  -5.31200  -2.25107
H  0.32788  -3.04046  0.80110
H  -0.83116  -2.69570  -0.37299
O  -0.24439  -2.33297  0.45637
H  -0.54209  -1.24430  1.73516
H  -3.47776  -1.90964  -1.83829
H  -3.32639  1.97331  0.26489
H  -2.03322  0.27140  -2.75162
H  0.42635  -0.58046  -3.22987
H  0.46150  -4.91241  -3.06251
O  -0.56802  2.80033  -4.70832
H  -0.62001  1.92935  -4.33831
H  -1.13935  2.98298  -5.51241
O  -5.64550  -0.48990  -0.69461
H  -6.47828  0.06131  -0.39294
H  -5.77868  -1.25831  -0.06727
O  -1.83484  1.34525  -1.10975
H  -1.61581  1.04211  -0.23103
H  -1.01559  1.74174  -1.68633
O  -1.27888  3.62434  3.28949
H  -1.49600  3.14856  4.00617
H  -1.79064  4.45148  3.62182
O  -0.33547  1.42966  1.51177
H  0.44521  1.07965  1.42850
H  -0.63220  2.27723  1.31901
O  1.44976  4.67310  -3.60525
H  1.44078  5.04361  -4.43798
H  1.04388  3.88561  -3.72878
O  -1.52295  -3.79201  -1.29247
H  -2.35761  -3.64632  -0.96670
H  -1.62457  -4.41466  -1.93049

* E_LUMO: -0.634 eV
* ΔE to the lowest compared entry with this formula, charge and spin: 379.31 kcal/mol
* net charge: 0
* Kohn-Sham gap: 0.34340 Eh
* E_HOMO: -9.98 eV

---

No. 2
A cluster of 40 separate species, H80O40 in total at a distorted geometry, computed with the ωB97M-V functional and the def2-TZVPD basis.

Positions of all 120 atoms, in Å:
H  2.88512  0.88825  -3.42937
H  1.98312  2.05539  -3.60604
O  2.60734  1.52157  -4.09960
H  -0.96604  -3.28509  -1.07416
H  -1.61909  -2.71357  0.02210
O  -1.85017  -3.34266  -0.70353
H  -0.64843  -1.21596  0.45290
H  -1.82249  -0.31988  0.96745
O  -1.53769  -1.22436  0.95315
H  -0.05562  -2.82406  -4.06447
H  -0.12021  -3.89553  -4.96347
O  -0.19457  -3.77940  -4.00589
H  -1.66664  1.27039  3.92048
H  -1.89733  0.22248  3.04696
O  -2.21400  0.47374  3.92601
H  2.55584  4.25197  -2.54482
O  2.43882  3.35364  -2.19895
H  1.63392  -5.53056  1.10226
O  1.08374  -6.10198  0.56418
H  4.75333  2.56466  2.09262
H  5.69170  3.09787  1.15020
O  5.13167  3.40273  1.87746
H  -1.44149  -1.77549  -5.79505
H  -0.44635  -1.08756  -4.75847
O  -0.58352  -1.80246  -5.36988
H  -3.20819  0.99550  -1.87367
H  -2.83123  2.56408  -2.05282
O  -2.90488  1.70820  -2.43162
H  -1.73488  3.26598  1.86512
H  -2.76296  3.30459  3.00773
O  -2.40183  2.75444  2.33277
H  1.18322  -2.11026  -0.05959
O  0.67660  -1.32278  -0.27594
H  3.06026  4.95188  1.66152
H  2.96973  5.70425  0.29359
O  3.09881  4.84409  0.70186
H  -1.67743  1.65524  0.80262
H  -0.78002  1.78282  -0.45993
O  -1.59100  1.34069  -0.13244
H  -3.56142  -1.52769  1.95410
H  -3.78156  -1.72367  0.46595
O  -4.19493  -1.39987  1.27441
H  -0.45040  -5.09149  -2.38813
H  0.54488  -6.10076  -1.92766
O  -0.09498  -5.47589  -1.56818
H  2.84613  -0.39419  -4.89436
H  1.99240  -1.66168  -5.18166
O  2.35955  -1.12027  -4.48142
H  3.51081  -2.15806  1.09968
H  3.65153  -2.73815  2.43500
O  2.97649  -2.67235  1.73431
H  2.62500  2.70526  3.97534
O  2.22551  2.74291  3.09827
H  -6.68307  0.48200  0.24941
H  -5.43541  -0.18329  0.87826
O  -5.88642  0.66824  0.76319
H  5.46767  -1.25547  1.98379
O  5.27931  -0.57772  2.63472
H  -4.42230  1.36690  -3.64567
H  -5.28337  0.18658  -4.29482
O  -4.96474  0.57723  -3.49964
H  3.03775  2.11609  0.54458
H  3.03298  0.57593  0.90424
O  3.41965  1.42223  1.10161
H  -2.68608  -4.30341  -2.42775
H  -4.02324  -4.80444  -2.79805
O  -3.44496  -4.05299  -2.98164
H  0.29419  5.08432  1.04071
H  -0.76729  4.14777  0.32169
O  -0.35921  4.38767  1.16057
H  1.58117  0.45873  4.23698
H  2.48968  -0.08434  5.27251
O  2.14421  0.76323  4.95339
H  -0.41988  0.32840  -2.15120
H  0.18790  0.16125  -3.68399
O  0.14880  0.62728  -2.85667
H  -2.63814  -1.75836  -2.19733
H  -2.25839  -0.57670  -1.21313
O  -1.99692  -1.06929  -2.00007
H  1.85968  -2.03813  3.06910
H  0.32881  -2.27278  2.84638
O  0.98187  -1.59380  2.96780
H  0.23327  1.80543  5.03423
H  0.51838  2.73978  3.82367
O  -0.18175  2.43018  4.42203
H  4.62508  -0.31246  -0.02884
H  4.14733  -1.66646  -0.69569
O  4.87170  -1.21005  -0.25524
H  1.18942  3.07575  0.22336
O  1.03887  2.12322  0.38058
H  -0.64332  4.66215  -3.48764
H  0.08668  3.26725  -3.60375
O  0.10324  4.19010  -3.86878
H  2.77039  2.12651  2.56485
H  3.32173  2.97926  -2.31563
H  6.01392  0.01845  2.64484
H  0.35142  -5.46842  0.49586
H  0.33014  -1.31834  -1.17144
H  0.71321  2.36166  1.28023
O  -0.84537  -4.01733  1.91035
H  -1.51123  -4.69704  1.76413
H  -1.14002  -3.60743  2.73782
O  2.54869  -2.61903  -1.95974
H  2.33551  -1.69739  -1.79634
H  2.87386  -2.82392  -2.83271
O  2.43288  0.62166  -1.26642
H  1.95054  0.61712  -0.39434
H  3.32044  0.94916  -1.16363
O  -4.55804  3.08173  0.19688
H  -5.12499  3.73290  0.61615
H  -5.18242  2.33711  0.11967
O  -2.21436  -2.14135  3.31718
H  -2.25984  -1.33812  3.86245
H  -1.75712  -1.73077  2.54302
O  -2.35374  -3.60202  5.43904
H  -2.96940  -2.96975  5.08226
H  -1.42725  -3.48582  5.24964
O  -2.83520  4.60421  -1.04458
H  -2.18707  5.29716  -1.01493
H  -3.01604  3.87483  -0.42439

* E_LUMO: -0.595 eV
* ΔE to the lowest compared entry with this formula, charge and spin: 179.52 kcal/mol
* net charge: 0
* Kohn-Sham gap: 0.35143 Eh
* E_HOMO: -10.16 eV